(1)
Here is a 2-piece molecular cluster, C2H10NOS2 overall from OMol25. Energies are from ωB97M-V with the def2-TZVPD basis set.

Last column: natural (NBO) charge in e.
Positions of all 16 atoms, in Å:
N (-1.6535, -1.1177, -1.7632)  -0.67
C (-1.1882, -1.0541, -0.3917)  -0.27
C (-0.4689, 0.3410, -0.0631)  -0.52
S (0.1585, 0.4886, 1.7669)  0.10
S (1.2512, 2.0673, 1.4846)  -0.16
H (-0.9428, -1.3208, -2.4656)  0.47
H (-1.9470, -0.1902, -1.9947)  0.43
H (-2.4350, -1.7032, -2.0627)  0.45
H (-0.3350, -1.7828, -0.3276)  0.25
H (-1.9789, -1.5088, 0.3054)  0.26
H (0.4995, 0.3527, -0.6738)  0.24
H (-1.1792, 1.1559, -0.2240)  0.23
H (1.6364, 2.5451, 2.6795)  0.19
H (0.7801, -1.9906, -3.8144)  0.49
H (1.1013, -3.3579, -3.1939)  0.51
O (0.4705, -2.6239, -3.1477)  -0.99

Properties
Highest occupied orbital energy: -11.1 eV
Charge: +1



(2)
Here is a 2-piece molecular cluster, C2H10NOS2 overall from OMol25. Energies are from ωB97M-V with the def2-TZVPD basis set.

Last column: natural (NBO) charge in e.
Positions of all 16 atoms, in Å:
N (0.3086, -0.2169, -1.3280)  -0.66
C (-0.5349, -0.2520, -0.0712)  -0.25
C (0.1834, -0.1616, 1.2762)  -0.60
S (1.1635, -1.5137, 1.9083)  0.15
S (-0.0831, -3.1869, 1.9468)  -0.10
H (-0.1659, 0.2690, -2.0797)  0.45
H (0.5695, -1.1357, -1.6930)  0.44
H (1.1613, 0.2858, -1.0563)  0.46
H (-1.2056, -1.0965, -0.1000)  0.24
H (-1.2644, 0.5675, -0.0475)  0.25
H (0.9476, 0.6282, 1.3010)  0.24
H (-0.5807, 0.2960, 1.9440)  0.25
H (-1.1138, -2.6675, 2.5343)  0.12
H (0.7852, 3.0888, -1.0871)  0.51
H (-0.3387, 2.6912, -2.1045)  0.49
O (0.1680, 2.4041, -1.3431)  -0.99

Properties
Highest occupied orbital energy: -12.2 eV
Charge: +1



It is (2) that is most stable; the runner-up trails by 0.0386 hartree.



(1)
Here is one molecule with the formula C9H12N2O3 from OMol25. Energies are from ωB97M-V with the def2-TZVPD basis set.

Last column: natural (NBO) charge in e.
Positions of all 26 atoms, in Å:
O (-1.3045, -0.6939, 3.9204)  -0.60
N (1.7309, -1.0319, 0.4921)  -0.24
O (-0.1398, -2.6757, 3.8499)  -0.67
O (-0.3141, 2.0471, 0.2227)  -0.53
C (-0.4848, -1.4560, 3.3772)  0.76
C (1.0257, 0.0841, 0.5079)  0.11
C (0.2225, -1.0482, 2.1028)  0.01
C (0.0739, 0.1407, 1.4649)  -0.11
N (1.3216, -1.6823, 1.6283)  -0.33
C (-0.7265, 1.3706, 1.4555)  -0.08
C (-0.5908, -0.0106, -3.7942)  -0.61
C (0.8225, 1.2736, -0.3708)  0.09
C (-0.6268, 0.3239, -2.2496)  -0.40
C (0.6776, 1.1390, -1.8855)  -0.41
H (-0.5232, -2.5292, 4.7798)  0.51
H (1.5027, -2.7225, 1.8662)  0.43
H (-1.6937, 0.9095, 1.3303)  0.20
H (-0.7191, 1.9207, 2.3611)  0.21
H (-1.2933, -0.7418, -4.0577)  0.21
H (-0.9123, 0.8132, -4.4527)  0.20
H (0.3818, -0.3330, -4.1928)  0.20
H (1.7316, 1.8157, -0.0849)  0.19
H (-0.6782, -0.6239, -1.7640)  0.20
H (-1.6319, 0.8013, -1.9793)  0.22
H (0.5148, 2.1547, -2.3178)  0.22
H (1.6336, 0.7548, -2.2099)  0.22

Properties
Highest occupied orbital energy: -9.3 eV
SMILES: CCC[C@H]1OCc2c1n[nH]c2C(=O)O



(2)
Here is a 4-piece molecular cluster, C9H12N2O3 overall from OMol25. Energies are from ωB97M-V with the def2-TZVPD basis set.

Last column: natural (NBO) charge in e.
Positions of all 26 atoms, in Å:
C (0.2380, -0.4612, -2.0189)  -0.24
C (-0.4417, 0.4799, -2.1561)  -0.23
C (-3.8380, 0.0297, 0.1738)  -0.18
C (-2.5730, 0.7356, 0.5031)  -0.45
C (0.5985, -1.1950, 1.3454)  0.67
C (-1.0277, -3.3543, -0.1392)  1.05
C (1.9397, -0.5128, 1.1550)  -0.70
C (-4.9103, 0.7842, -0.1760)  -0.39
C (-1.4656, 0.1075, 0.7610)  0.55
N (-0.3831, -0.3808, 0.9572)  -0.48
N (5.6774, 1.2695, -1.6961)  -1.05
O (-2.0012, -3.4590, 0.4629)  -0.52
O (0.3768, -2.3706, 1.5139)  -0.58
O (-0.0943, -3.3569, -0.8195)  -0.54
H (0.6877, -1.4051, -1.9856)  0.24
H (-3.7787, -1.0509, 0.2732)  0.23
H (-2.5449, 1.7464, 0.4645)  0.24
H (2.7337, -0.9884, 1.6981)  0.24
H (2.2302, -0.7963, 0.0707)  0.25
H (1.8614, 0.6227, 1.3654)  0.24
H (-4.9314, 1.9135, -0.4515)  0.20
H (-5.8114, 0.3477, -0.2430)  0.19
H (6.1730, 0.8202, -2.4598)  0.36
H (5.4549, 2.2166, -1.9420)  0.35
H (-0.8021, 1.4303, -1.9818)  0.22
H (4.7527, 0.8609, -1.7628)  0.35

Properties
Highest occupied orbital energy: -8.3 eV
SMILES: C=CC=C=NC(C)=O.O=C=O.C#C.N



It is (1) that is most stable; the runner-up trails by 0.1018 hartree.



(1)
Here is one molecule with the formula C3H6O3 from OMol25. Energies are from ωB97M-V with the def2-TZVPD basis set.

Last column: natural (NBO) charge in e.
Positions of all 12 atoms, in Å:
O (-0.9531, 1.1798, 0.3829)  -0.73
C (-0.9936, -0.7946, 0.1481)  -0.02
C (0.3962, -0.8954, -0.0044)  -0.09
O (0.8779, -0.9975, -1.2907)  -0.71
C (0.5365, 0.8572, 0.4290)  0.50
O (1.2199, 1.4119, -0.4402)  -0.70
H (-1.0443, 1.6151, -0.4822)  0.49
H (-1.6457, -0.7683, -0.7198)  0.22
H (-1.4664, -0.9763, 1.1079)  0.22
H (0.9544, -1.4371, 0.7634)  0.20
H (1.3145, -0.1290, -1.4521)  0.50
H (0.7925, 0.8785, 1.5001)  0.13

Properties
Highest occupied orbital energy: -9.2 eV



(2)
Here is a 2-piece molecular cluster, C3H6O3 overall from OMol25. Energies are from ωB97M-V with the def2-TZVPD basis set.

Last column: natural (NBO) charge in e.
Positions of all 12 atoms, in Å:
C (1.5758, -0.3855, -0.1652)  -0.13
C (0.8618, 0.7114, 0.3484)  0.02
C (-1.1891, 0.1935, 0.3930)  0.38
O (1.2953, 0.7501, -0.9423)  -0.50
O (-1.0211, -1.1744, 0.5702)  -0.73
O (-1.7372, 0.5635, -0.7500)  -0.70
H (2.5331, -0.4977, 0.1346)  0.18
H (1.0079, -1.2250, -0.5539)  0.19
H (1.0810, 1.4033, 1.1418)  0.19
H (-1.6734, 0.6867, 1.1894)  0.14
H (-1.7474, -1.5175, -0.0192)  0.47
H (-0.9869, 0.4915, -1.3467)  0.49

Properties
Highest occupied orbital energy: -8.6 eV



It is (1) that is most stable; the runner-up trails by 0.0206 hartree.